Molecular formula: C51H47N8O2PtS4Sb
Method: DFT, wB97M-V/def2-TZVPD

The geometry in ORCA input format:
```
! wB97M-V def2-TZVPD RIJCOSX def2/J DEFGRID3
* xyz 2 1
Pt 1.0036 -0.6764 0.0049
N -4.4444 6.0019 3.3576
C -4.0423 4.9250 2.6360
C -2.7789 4.9125 2.0160
C -2.3813 3.8274 1.2709
C -3.2299 2.7306 1.1414
C -4.4815 2.7213 1.7495
C -4.8859 3.8126 2.4834
S -2.7651 1.3777 0.1702
O -2.4882 2.0524 -1.2164
O -3.8588 0.4712 0.0203
N -1.3670 0.7682 0.5006
C -1.2008 0.2850 1.7799
N 0.0213 -0.2409 2.0426
C 0.1952 -0.7547 3.2613
C -0.7901 -0.7543 4.2217
C -1.9926 -0.1690 3.8613
N -2.1951 0.3534 2.6608
H -3.8284 6.7760 3.5212
H -5.3273 6.0007 3.8339
H -2.1196 5.7638 2.1307
H -1.4102 3.8340 0.7885
H -5.1209 1.8563 1.6438
H -5.8630 3.8167 2.9492
H 1.1729 -1.1727 3.4633
H -0.6290 -1.1872 5.1967
H -2.8247 -0.1164 4.5542
S 3.2535 -0.0783 0.0531
C 3.7209 -0.0002 -1.5279
N 4.9666 -0.1691 -1.9723
C 5.2229 -0.0140 -3.4052
C 4.4178 1.1562 -3.9071
N 2.9984 0.8668 -3.6690
C 2.0596 1.2644 -4.7281
C 2.2367 0.4292 -5.9688
C 2.7275 0.9969 -7.1367
C 2.9084 0.2131 -8.2704
C 2.6036 -1.1380 -8.2315
C 2.1110 -1.7102 -7.0630
C 1.9246 -0.9295 -5.9344
C 2.6414 0.3002 -2.5375
S 1.0761 -0.2163 -2.1954
C 5.9486 -0.9801 -1.2086
C 5.7501 -2.4476 -1.4890
C 4.8996 -3.2070 -0.6899
C 4.6960 -4.5507 -0.9655
C 5.3361 -5.1445 -2.0442
C 6.1823 -4.3932 -2.8477
C 6.3884 -3.0499 -2.5697
H 4.9458 -0.9265 -3.9423
H 6.2866 0.1647 -3.5529
H 4.5679 1.2918 -4.9760
H 4.6875 2.0792 -3.3870
H 2.2299 2.3219 -4.9394
H 1.0509 1.1395 -4.3354
H 2.9593 2.0560 -7.1706
H 3.2889 0.6589 -9.1794
H 2.7466 -1.7487 -9.1128
H 1.8735 -2.7653 -7.0342
H 1.5285 -1.3727 -5.0262
H 5.8228 -0.7535 -0.1529
H 6.9399 -0.6477 -1.5125
H 4.3919 -2.7494 0.1492
H 4.0421 -5.1361 -0.3320
H 5.1820 -6.1943 -2.2549
H 6.6889 -4.8548 -3.6845
H 7.0660 -2.4733 -3.1901
C 0.2691 -5.6640 3.8547
C 0.8267 -4.5941 2.9700
C 2.1022 -4.0560 3.1940
C 2.5173 -3.0435 2.3619
N 1.7536 -2.6207 1.3485
C 0.5563 -3.2059 1.1994
S -0.3864 -2.5309 -0.1317
N 0.0559 -4.1613 1.9730
H 0.7319 -6.6235 3.6142
H -0.8030 -5.7509 3.7028
H 0.4835 -5.4542 4.9023
H 2.7288 -4.4183 3.9967
H 3.4791 -2.5568 2.4874
C -3.7386 5.8312 -4.5020
C -3.8301 4.5688 -5.0693
C -3.0214 3.5407 -4.6079
C -2.1198 3.7908 -3.5728
C -2.0312 5.0611 -2.9979
C -2.8422 6.0791 -3.4702
Sb -1.1433 2.2222 -2.6413
C -1.6951 0.4863 -3.6351
C -2.1725 -0.5842 -2.8848
C -2.4599 -1.7672 -3.5483
C -2.2570 -1.8732 -4.9194
C -1.7871 -0.7924 -5.6509
C -1.4888 0.4021 -5.0082
C 0.4758 3.1622 -1.7579
C 0.9530 2.8674 -0.4860
C 2.1054 3.5098 -0.0520
C 2.7810 4.3920 -0.8853
C 2.2961 4.6728 -2.1568
C 1.1357 4.0571 -2.6032
H -4.3745 6.6288 -4.8625
H -4.5413 4.3793 -5.8616
H -3.1079 2.5572 -5.0499
H -1.3445 5.2580 -2.1842
H -2.7817 7.0648 -3.0289
H -2.3424 -0.5163 -1.8187
H -2.8365 -2.6099 -2.9841
H -2.4659 -2.8089 -5.4205
H -1.6434 -0.8741 -6.7201
H -1.1138 1.2411 -5.5842
H 0.4302 2.1709 0.1559
H 2.4790 3.3069 0.9432
H 3.6902 4.8678 -0.5416
H 2.8100 5.3787 -2.7958
H 0.7439 4.2988 -3.5851
*
```

- ΔE to the lowest compared entry with this formula, charge and spin: 0.00 kcal/mol

Molecular formula: C51H48N7O5PS2Ti
Method: DFT, wB97M-V/def2-TZVPD

The geometry in ORCA input format:
```
! wB97M-V def2-TZVPD RIJCOSX def2/J DEFGRID3
* xyz 0 1
Ti 0.3520 0.3586 1.0655
C 2.7781 5.2715 -1.7609
C 2.4501 3.9985 -2.5337
N 2.8157 2.7955 -1.7964
C 2.0510 2.2381 -0.8471
S 2.4389 0.6175 -0.4045
N 1.1184 2.9783 -0.2789
N 0.3190 2.3787 0.5990
C -0.6906 3.0671 1.0502
C -0.9148 4.4615 0.5705
C -1.5464 2.3803 1.9890
C -2.6246 2.9875 2.6340
C -3.3463 2.2810 3.5729
C -2.9792 0.9747 3.8645
C -1.9112 0.4282 3.1843
N -1.2215 1.0942 2.2583
H 2.6073 6.1477 -2.3863
H 3.8223 5.2632 -1.4491
H 2.1417 5.3392 -0.8819
H 3.0108 3.9811 -3.4686
H 1.3836 3.9472 -2.7587
H 3.4578 2.1524 -2.2302
H 0.0019 5.0349 0.7041
H -1.7297 4.9564 1.0873
H -1.1324 4.4164 -0.4984
H -2.8888 4.0058 2.4012
H -4.1675 2.7532 4.0939
H -3.5072 0.3920 4.6037
H -1.5901 -0.5769 3.4105
C -1.1566 -3.4068 3.4345
C -2.3197 -2.9270 2.6071
C -3.5783 -3.4291 2.9097
C -4.6971 -3.0332 2.2025
C -4.5507 -2.0997 1.1956
C -3.3048 -1.5813 0.8573
C -3.2461 -0.5929 -0.2579
C -2.1587 -2.0094 1.5438
N -0.8240 -1.5819 1.2420
C -0.0178 -2.6187 0.9267
O -0.3289 -3.7690 0.6581
C 1.4298 -2.2957 1.1544
C 2.4514 -3.2302 1.1077
C 3.6799 -2.8964 1.6578
C 3.8448 -1.6644 2.2820
C 2.7928 -0.7736 2.2464
N 1.6287 -1.0916 1.6805
C 2.7638 0.5847 2.8824
O 3.6782 0.9917 3.5805
N 1.5834 1.1854 2.6241
C 1.3915 2.4174 3.3260
C 0.6220 2.3895 4.5019
C 0.3066 1.0819 5.1806
C 0.2662 3.5822 5.1181
C 0.7183 4.7913 4.6180
C 1.6028 4.7994 3.5544
C 1.9782 3.6218 2.9139
C 3.0609 3.6896 1.8731
H -1.5005 -3.7194 4.4200
H -0.3856 -2.6407 3.5531
H -0.6875 -4.2633 2.9473
H -3.6752 -4.1581 3.7054
H -5.6695 -3.4495 2.4292
H -5.4170 -1.7784 0.6305
H -4.2208 -0.4975 -0.7353
H -2.5234 -0.9002 -1.0090
H -2.9466 0.3934 0.0927
H 2.2562 -4.2040 0.6817
H 4.5028 -3.5978 1.6266
H 4.7573 -1.3895 2.7897
H 1.0436 0.9215 5.9707
H 0.3845 0.2450 4.4899
H -0.6800 1.0968 5.6421
H -0.3505 3.5561 6.0092
H 0.4339 5.7204 5.0950
H 2.0322 5.7358 3.2169
H 2.7973 4.3769 1.0719
H 3.2793 2.7165 1.4428
H 3.9756 4.0564 2.3428
O 0.1259 1.9132 -2.4971
S -0.9106 1.1950 -1.7989
O -1.9809 2.0223 -1.3044
O -0.3774 0.3335 -0.6595
C -1.4797 0.1275 -3.1333
C -2.3371 0.8131 -3.9923
C -2.6650 0.2871 -5.2228
C -2.1363 -0.9317 -5.6064
C -1.2932 -1.6217 -4.7628
C -0.9235 -1.1153 -3.5108
P 0.3051 -2.1396 -2.5579
C 1.6450 -1.9301 -3.8225
C 2.4184 -2.9276 -4.4064
C 3.4662 -2.5997 -5.2583
C 3.7661 -1.2783 -5.5339
C 3.0095 -0.2740 -4.9464
C 1.9657 -0.5957 -4.0975
C -0.5131 -3.7562 -2.8659
C -1.9007 -3.8042 -2.7091
C -2.5685 -5.0134 -2.6486
C -1.8653 -6.2035 -2.7504
C -0.4914 -6.1698 -2.9146
C 0.1816 -4.9594 -2.9497
H -2.7156 1.7731 -3.6663
H -3.3157 0.8349 -5.8901
H -2.3747 -1.3451 -6.5775
H -0.8818 -2.5718 -5.0764
H 2.2163 -3.9712 -4.2186
H 4.0564 -3.3870 -5.7093
H 4.5856 -1.0281 -6.1945
H 3.2288 0.7679 -5.1473
H 1.4005 0.2001 -3.6368
H -2.4655 -2.8871 -2.5996
H -3.6396 -5.0272 -2.4949
H -2.3840 -7.1499 -2.6757
H 0.0661 -7.0950 -2.9853
H 1.2612 -4.9633 -3.0064
*
```

- ΔE to the lowest compared entry with this formula, charge and spin: 3.38 kcal/mol